[1]
Below is a 6-piece molecular cluster, C29H62NO5P overall, with properties calculated with ωB97M-V/def2-TZVPD.

SMILES: CCCCCCCCP(CCN)CCCC.CC(C)=O.CC(C)=O.CC(C)=O.CC(C)=O.CC(C)=O
E_HOMO (hartree): -0.2855
Frontier orbital gap (eV): 8.457
LUMO (eV): 0.6891

Cartesian coordinates (Å):
C (-1.800, -3.223, -2.792)
C (-3.232, -3.260, -2.233)
C (-3.542, -2.155, -1.205)
C (-4.183, -2.669, 0.091)
C (-3.916, -1.809, 1.329)
C (-4.649, -0.470, 1.349)
C (-4.015, 0.694, 0.581)
C (-2.702, 1.163, 1.197)
P (-1.831, 2.609, 0.399)
C (-0.090, 2.014, 0.541)
C (0.305, 0.722, -0.201)
N (0.998, 1.042, -1.459)
C (-2.075, 2.422, -1.423)
C (-3.498, 2.740, -1.917)
C (-4.095, 1.657, -2.832)
C (-5.631, 1.605, -2.827)
H (-1.757, -2.667, -3.726)
H (-1.116, -2.737, -2.095)
H (-1.420, -4.227, -2.974)
H (-3.433, -4.237, -1.795)
H (-3.915, -3.137, -3.073)
H (-2.636, -1.593, -0.962)
H (-4.225, -1.435, -1.662)
H (-3.787, -3.665, 0.296)
H (-5.264, -2.744, -0.038)
H (-4.235, -2.378, 2.205)
H (-2.836, -1.673, 1.433)
H (-5.669, -0.632, 0.991)
H (-4.739, -0.138, 2.388)
H (-4.724, 1.524, 0.629)
H (-3.892, 0.446, -0.472)
H (-2.923, 1.507, 2.211)
H (-1.999, 0.333, 1.293)
H (0.558, 2.800, 0.157)
H (0.071, 1.901, 1.617)
H (-0.580, 0.104, -0.386)
H (0.979, 0.143, 0.428)
H (1.843, 0.495, -1.544)
H (0.448, 0.798, -2.269)
H (-1.749, 1.441, -1.774)
H (-1.368, 3.140, -1.844)
H (-3.466, 3.679, -2.471)
H (-4.172, 2.912, -1.078)
H (-3.702, 0.688, -2.518)
H (-3.722, 1.821, -3.843)
H (-6.047, 1.893, -3.793)
H (-5.986, 0.592, -2.639)
H (-6.053, 2.271, -2.078)
C (4.599, 2.107, -0.428)
C (3.861, 1.191, 0.517)
C (3.591, 1.716, 1.900)
O (3.477, 0.096, 0.167)
H (4.719, 1.623, -1.394)
H (4.039, 3.035, -0.552)
H (5.576, 2.359, -0.013)
H (3.014, 2.639, 1.838)
H (4.527, 1.946, 2.408)
H (3.031, 0.981, 2.469)
C (2.796, -1.914, -5.609)
C (2.438, -1.330, -4.264)
C (2.956, -2.062, -3.053)
O (1.753, -0.338, -4.165)
H (2.360, -1.309, -6.401)
H (3.881, -1.943, -5.727)
H (2.423, -2.937, -5.678)
H (4.046, -2.113, -3.076)
H (2.575, -3.086, -3.048)
H (2.642, -1.552, -2.144)
C (0.371, 2.727, 6.127)
C (0.566, 1.783, 4.965)
C (-0.667, 1.086, 4.442)
O (1.653, 1.600, 4.471)
H (1.325, 3.166, 6.408)
H (-0.328, 3.519, 5.852)
H (-0.048, 2.190, 6.980)
H (-1.400, 1.823, 4.108)
H (-1.125, 0.489, 5.233)
H (-0.397, 0.440, 3.610)
C (6.483, 5.899, 4.319)
C (5.747, 4.630, 3.959)
C (5.522, 3.638, 5.076)
O (5.352, 4.423, 2.836)
H (6.580, 6.529, 3.438)
H (5.941, 6.439, 5.096)
H (7.475, 5.659, 4.706)
H (4.952, 4.107, 5.880)
H (6.480, 3.314, 5.487)
H (4.972, 2.777, 4.704)
C (0.525, -7.567, -2.850)
C (1.121, -6.232, -2.475)
C (0.843, -5.733, -1.077)
O (1.784, -5.591, -3.255)
H (0.793, -7.814, -3.874)
H (0.896, -8.344, -2.179)
H (-0.561, -7.531, -2.755)
H (1.225, -6.444, -0.342)
H (-0.233, -5.635, -0.922)
H (1.320, -4.767, -0.929)

[2]
Below is C44H55BIIrN7O6S4 as an isolated structure at a distorted geometry, with properties calculated with ωB97M-V/def2-TZVPD.

E_HOMO (spin up / spin down) (hartree): -0.3661 / -0.3659
Frontier orbital gap (spin up / spin down) (eV): 5.365 / 5.358
LUMO (spin up / spin down) (eV): -4.5972 / -4.5975
Total charge: +1

Cartesian coordinates (Å):
Ir (-1.367, -1.495, -0.459)
C (-3.176, 3.013, -0.748)
C (-1.705, 2.841, -0.912)
C (-0.958, 3.735, -1.678)
C (0.402, 3.468, -1.898)
N (0.991, 2.422, -1.376)
N (0.323, 1.607, -0.550)
B (1.064, 0.570, 0.108)
N (0.868, 0.430, 1.569)
N (0.881, 1.633, 2.135)
C (0.773, 1.777, 3.425)
C (0.706, 0.645, 4.268)
C (0.633, -0.607, 3.701)
C (0.482, -1.839, 4.519)
C (0.642, -0.701, 2.286)
S (0.274, -2.158, 1.470)
C (0.690, 3.215, 3.880)
C (-0.665, 3.736, 3.374)
C (0.774, 3.369, 5.397)
C (1.833, 3.994, 3.218)
N (2.330, 0.067, -0.518)
N (3.434, 0.766, -0.294)
C (4.565, 0.386, -0.819)
C (4.668, -0.876, -1.466)
C (3.538, -1.610, -1.699)
C (3.549, -2.968, -2.303)
C (2.292, -1.027, -1.312)
S (0.818, -1.664, -1.848)
C (5.717, 1.360, -0.723)
C (5.470, 2.415, -1.814)
C (5.743, 2.013, 0.661)
C (7.067, 0.701, -1.007)
C (-1.036, 1.764, -0.341)
S (-1.853, 0.573, 0.623)
C (1.333, 4.373, -2.674)
C (2.103, 3.521, -3.691)
C (0.589, 5.496, -3.393)
C (2.296, 4.981, -1.640)
H (-3.427, 4.052, -0.551)
H (-3.548, 2.396, 0.063)
H (-3.671, 2.715, -1.673)
H (-1.439, 4.592, -2.113)
H (0.685, 0.759, 5.338)
H (0.623, -1.619, 5.573)
H (1.197, -2.596, 4.204)
H (-0.516, -2.255, 4.374)
H (-1.483, 3.157, 3.799)
H (-0.713, 3.654, 2.291)
H (-0.791, 4.776, 3.659)
H (-0.079, 2.917, 5.896)
H (0.780, 4.428, 5.642)
H (1.690, 2.929, 5.786)
H (1.780, 3.892, 2.138)
H (2.795, 3.611, 3.554)
H (1.770, 5.046, 3.479)
H (5.635, -1.267, -1.739)
H (4.566, -3.319, -2.454)
H (3.023, -2.964, -3.257)
H (3.017, -3.664, -1.653)
H (4.575, 2.991, -1.604)
H (5.359, 1.938, -2.786)
H (6.321, 3.090, -1.864)
H (4.774, 2.436, 0.905)
H (6.490, 2.801, 0.685)
H (6.003, 1.277, 1.419)
H (7.124, 0.364, -2.040)
H (7.250, -0.136, -0.338)
H (7.856, 1.433, -0.856)
H (1.425, 3.150, -4.455)
H (2.566, 2.673, -3.195)
H (2.874, 4.112, -4.177)
H (-0.172, 5.094, -4.057)
H (1.293, 6.067, -3.993)
H (0.127, 6.177, -2.682)
H (2.816, 4.195, -1.098)
H (1.746, 5.585, -0.920)
H (3.023, 5.618, -2.136)
I (-8.061, -0.231, -2.873)
C (-6.183, -1.173, -2.642)
C (-6.019, -2.481, -3.241)
C (-4.895, -3.183, -3.078)
C (-3.763, -2.640, -2.291)
C (-3.859, -1.164, -1.821)
C (-5.208, -0.545, -1.980)
C (-2.343, -2.936, -2.942)
O (-2.293, -3.091, -4.138)
O (-1.424, -2.936, -2.084)
H (-6.832, -2.871, -3.834)
H (-4.744, -4.139, -3.549)
H (-2.897, -0.147, -3.205)
H (-5.331, 0.448, -1.577)
C (0.943, -6.015, -0.042)
C (-0.388, -5.625, 0.518)
C (-0.499, -5.094, 1.797)
C (-1.730, -4.684, 2.283)
C (-2.863, -4.837, 1.509)
C (-2.785, -5.435, 0.264)
C (-1.545, -5.803, -0.233)
S (-4.408, -4.364, 2.289)
O (-4.140, -3.339, 3.260)
O (-5.059, -5.562, 2.708)
N (-5.382, -3.647, 1.118)
C (-5.494, -2.227, 1.068)
C (-4.148, -1.480, 0.872)
C (-3.500, -1.782, -0.452)
O (-3.706, -3.069, -0.920)
O (-2.839, -0.278, -2.250)
H (1.752, -5.586, 0.543)
H (1.027, -5.685, -1.075)
H (1.052, -7.099, -0.022)
H (0.378, -4.998, 2.420)
H (-1.833, -4.263, 3.270)
H (-3.676, -5.626, -0.311)
H (-1.473, -6.247, -1.214)
H (-5.357, -4.124, 0.234)
H (-5.883, -1.908, 2.037)
H (-6.208, -1.953, 0.290)
H (-3.509, -1.807, 1.699)
H (-4.312, -0.407, 0.961)